Below is a molecular structure, C14H10Cl5N2OsS, with properties calculated with the ωB97M-V functional and the def2-TZVPD basis.

Positions of all 33 atoms, in Å:
Os 2.839 1.105 1.584
Cl -0.128 -1.113 1.522
C 1.204 -1.357 0.436
C 2.290 -0.520 0.487
C 3.337 -0.763 -0.367
Cl 4.633 0.442 -0.206
C 3.407 -1.808 -1.248
Cl 4.790 -2.026 -2.222
C 2.296 -2.644 -1.306
Cl 2.288 -3.953 -2.401
C 1.190 -2.410 -0.477
Cl -0.188 -3.422 -0.575
C 2.410 0.968 3.418
H 1.514 1.388 3.867
H 2.935 0.280 4.071
N -0.827 2.302 1.604
C -0.024 2.212 0.566
S 1.555 2.967 0.583
N -0.413 1.555 -0.508
C -1.668 0.868 -0.743
C -1.610 -0.333 -1.431
C -2.779 -1.027 -1.697
C -4.005 -0.522 -1.271
C -4.053 0.690 -0.598
C -2.882 1.400 -0.338
H -0.485 2.766 2.423
H -1.686 1.782 1.655
H 0.305 1.450 -1.198
H -0.643 -0.734 -1.748
H -2.731 -1.970 -2.235
H -4.922 -1.067 -1.478
H -5.006 1.105 -0.286
H -2.944 2.387 0.119

Output
HOMO energy (spin up / spin down) in eV: -11.065 / -12.354
Multiplicity: 5
Charge: +1
Maximum force in eV/A: 0.9
Kohn-Sham gap (spin up / spin down) in eV: 7.752 / 7.143